Entry 1:
DFT (the ωB97M-V functional and the def2-TZVPD basis) results for an isolated molecule of C18H27N3O4S in a non-equilibrium geometry.

Geometry (Å):
S  -1.335  -1.695  0.816
O  -1.442  -3.121  0.852
O  -0.442  0.746  -4.364
O  -0.096  -1.155  0.322
O  -1.479  -2.087  5.012
N  0.642  -0.233  -2.636
N  -1.615  -1.008  2.314
N  -2.689  -1.118  0.037
C  4.044  2.824  -0.532
C  -1.751  -0.039  -2.488
C  -2.640  -1.480  4.485
C  -1.930  -1.547  -2.252
C  -2.753  -1.640  2.973
C  -0.368  -2.072  4.132
C  2.704  0.838  -0.821
C  4.756  3.804  0.350
C  4.039  2.994  -1.911
C  -0.437  -0.897  3.162
C  1.985  0.035  -3.098
C  -1.700  0.793  -1.194
C  2.703  1.012  -2.199
C  -2.711  0.320  -0.150
C  3.364  1.736  -0.001
C  3.375  2.103  -2.733
C  -2.991  -1.830  -1.193
C  -0.457  0.212  -3.274
H  0.434  -0.880  2.508
H  -2.584  0.316  -3.104
H  2.542  -0.909  -3.136
H  4.560  3.836  -2.344
H  -2.490  0.770  0.819
H  -3.016  -2.892  -0.948
H  3.377  2.256  -3.803
H  -1.892  1.839  -1.437
H  -3.487  -1.964  4.978
H  -3.983  -1.511  -1.525
H  -3.665  -1.165  2.605
H  3.353  1.585  1.070
H  -0.336  -3.007  3.553
H  -0.487  0.048  3.712
H  0.554  -0.607  -1.701
H  5.770  3.974  -0.009
H  -2.203  -2.026  -3.194
H  -2.782  -2.704  2.711
H  -3.730  0.588  -0.444
H  2.185  -0.001  -0.376
H  1.900  0.438  -4.110
H  -0.708  0.733  -0.748
H  4.803  3.445  1.375
H  -2.653  -0.410  4.739
H  -0.998  -1.996  -1.904
H  0.523  -2.012  4.761
H  4.237  4.762  0.343

Computed properties:
Charge: 0
Relative energy (zero: lowest compared OMol25 entry of this formula, charge and spin), kcal per mole: 38.4
E_LUMO, Eh: 0.021
Total energy, Ha: -1565.512585
Orbital gap, eV: 9.43
SMILES: Cc1ccc(CNC(=O)C2CCN(S(=O)(=O)N3CCOCC3)CC2)cc1

=====

Entry 2:
DFT (the ωB97M-V functional and the def2-TZVPD basis) results for a cluster of 2 separate species, C3H5NO in total in a non-equilibrium geometry.

Geometry (Å):
O  -1.630  -1.147  -1.031
N  1.769  -0.275  0.186
C  -1.295  0.186  -0.763
C  0.565  -0.074  1.023
C  1.751  0.750  0.941
H  -0.967  -1.696  -1.370
H  2.415  1.685  1.048
H  -2.047  0.770  -0.135
H  -0.883  0.659  -1.674
H  0.322  -0.857  1.775

Computed properties:
Charge: 0
Relative energy (zero: lowest compared OMol25 entry of this formula, charge and spin), kcal per mole: 147.5
E_LUMO (spin up / spin down), Eh: 0.032 / 0.028
Total energy, Ha: -247.072172
Orbital gap (spin up / spin down), eV: 8.75 / 8.54

=====

Entry 3:
DFT (the ωB97M-V functional and the def2-TZVPD basis) results for a cluster of 2 separate species, C13H8Cl3FN2O2S in total in a non-equilibrium geometry.

Geometry (Å):
Cl  3.836  -0.882  -0.795
Cl  0.972  1.235  2.529
Cl  1.443  2.837  -2.390
S  1.752  -2.600  0.295
F  1.492  0.883  -0.279
O  1.804  -2.352  1.733
O  2.388  -3.753  -0.333
N  1.147  2.269  0.139
N  -5.333  -2.273  -0.943
C  0.525  3.811  1.834
C  0.700  4.531  -0.427
C  0.874  2.526  1.433
C  -4.173  -2.358  -0.787
C  1.070  3.242  -0.792
C  -1.946  -3.393  -1.170
C  2.190  -1.185  -0.646
C  -0.582  -3.471  -0.888
C  -0.797  -1.575  0.608
C  -0.036  -2.590  0.035
C  -2.165  -1.529  0.350
C  0.425  4.838  0.900
C  -2.748  -2.441  -0.532
H  0.059  -4.195  -1.383
H  -2.808  -0.784  0.820
H  -2.404  -4.065  -1.894
H  -0.336  -0.806  1.228
H  0.640  5.277  -1.210
H  0.142  5.848  1.200
H  1.535  -1.024  -1.522
H  0.332  3.980  2.888

Computed properties:
Charge: 0
Relative energy (zero: lowest compared OMol25 entry of this formula, charge and spin), kcal per mole: 109.2
E_LUMO, Eh: -0.046
Total energy, Ha: -2638.554109
Orbital gap, eV: 5.50

=====

Entry 4:
DFT (the ωB97M-V functional and the def2-TZVPD basis) results for a structure of composition C69H44I4N4P2S2V in a non-equilibrium geometry.

Geometry (Å):
I  -6.013  -0.871  8.083
I  0.063  -8.032  -2.605
I  4.299  7.584  1.596
I  -3.774  4.280  -9.558
V  -1.815  0.995  -0.508
S  -0.075  0.064  3.020
S  0.390  0.858  -0.471
P  1.328  -0.777  1.962
P  2.137  -1.342  -1.045
N  -2.083  2.034  1.113
N  -2.238  0.126  -2.217
N  -1.760  2.707  -1.512
N  -2.611  -0.548  0.362
C  5.143  0.684  4.089
C  -0.700  -6.078  -2.256
C  -1.326  3.869  -0.972
C  3.041  -0.467  4.145
C  -0.360  -3.729  -2.168
C  1.515  -0.273  0.279
C  2.656  6.308  1.151
C  -2.249  3.006  -2.752
C  -3.208  0.191  4.929
C  -3.354  0.468  2.469
C  -1.718  3.652  2.665
C  -1.620  4.952  -1.838
C  0.705  -5.215  2.950
C  0.981  5.570  -0.373
C  -2.839  2.486  -5.083
C  -2.083  -2.174  -1.385
C  3.393  1.174  -1.554
C  5.019  0.840  2.719
C  4.906  1.508  -3.386
C  -2.020  -5.925  -1.881
C  0.135  -4.991  -2.424
C  4.154  -0.701  -2.835
C  2.200  -3.332  2.914
C  4.149  0.029  4.803
C  2.918  -0.325  2.767
C  1.068  4.671  1.849
C  3.369  -0.195  -1.801
C  3.551  -4.816  0.514
C  3.908  0.343  2.063
C  -1.670  -3.541  -1.715
C  0.387  4.753  0.614
C  -2.560  -1.831  -0.108
C  -2.501  -4.657  -1.611
C  3.244  -2.537  -0.207
C  -1.969  3.392  -5.700
C  -3.238  -0.605  1.579
C  -5.351  -0.044  3.868
C  -2.570  2.036  -3.720
C  -3.586  -1.956  1.882
C  -2.029  -1.210  -2.401
C  5.365  -3.256  0.668
C  2.179  5.438  2.115
C  -5.929  -0.338  5.090
C  -3.954  2.059  -5.812
C  -2.376  -0.361  -4.445
C  2.749  -3.826  -0.017
C  -5.129  -0.369  6.214
C  -2.456  0.664  -3.453
C  -3.347  3.471  -7.635
C  4.157  2.017  -2.339
C  -3.984  0.205  3.772
C  -2.075  -1.521  -3.794
C  1.232  -2.581  2.263
C  4.918  0.141  -3.618
C  0.031  -3.175  1.899
C  -0.240  -4.484  2.244
C  -2.209  3.883  -6.965
C  -0.758  3.945  0.341
C  -1.426  3.197  1.347
C  1.928  -4.643  3.262
C  2.075  6.358  -0.104
C  -2.747  1.707  2.260
C  -2.587  2.754  3.215
C  4.565  -2.265  0.130
C  -4.215  2.549  -7.077
C  4.861  -4.531  0.865
C  -3.135  -2.720  0.845
C  -3.774  -0.103  6.155
C  -2.234  4.413  -2.941
H  -2.148  0.376  4.838
H  2.680  -5.218  3.787
H  4.155  -1.769  -3.020
H  -3.049  2.793  4.184
H  2.681  5.342  3.066
H  -2.519  -0.216  -5.503
H  1.726  -4.047  -0.291
H  -2.636  4.948  -3.783
H  5.516  -0.255  -4.427
H  -3.166  -0.132  7.048
H  -1.192  -4.927  1.983
H  3.788  0.470  0.997
H  0.593  5.559  -1.379
H  0.738  3.951  2.581
H  -5.958  -0.002  2.975
H  -4.088  -2.296  2.772
H  5.499  -5.308  1.264
H  -6.988  -0.540  5.165
H  -1.474  5.999  -1.632
H  6.000  1.094  4.608
H  2.248  -0.957  4.694
H  -1.077  3.694  -5.175
H  -2.679  -6.778  -1.814
H  5.779  1.362  2.150
H  0.492  -6.236  3.240
H  1.163  -5.127  -2.727
H  -5.097  2.224  -7.613
H  3.169  -2.900  3.123
H  0.288  -2.869  -2.283
H  4.239  -0.076  5.877
H  6.394  -3.029  0.921
H  -1.952  -2.503  -4.218
H  -3.220  -3.785  0.740
H  -1.373  4.579  3.088
H  -1.518  4.581  -7.418
H  -0.687  -2.587  1.343
H  4.971  -1.281  -0.057
H  -3.544  -4.533  -1.359
H  3.162  -5.817  0.634
H  2.481  6.999  -0.875
H  2.790  1.585  -0.758
H  5.472  2.173  -4.026
H  -4.634  1.347  -5.367
H  4.151  3.079  -2.139

Computed properties:
Charge: -2
Relative energy (zero: lowest compared OMol25 entry of this formula, charge and spin), kcal per mole: 25.4
E_LUMO (spin up / spin down), Eh: 0.106 / 0.106
Total energy, Ha: -6488.858520
Orbital gap (spin up / spin down), eV: 3.87 / 4.22
2S+1: 4

=====

Entry 5:
DFT (the ωB97M-V functional and the def2-TZVPD basis) results for a structure of composition C14H10ClIrNO4 in a non-equilibrium geometry.

Geometry (Å):
Ir  -1.236  0.413  0.479
Cl  -2.667  4.176  -0.053
O  -2.664  -0.955  0.314
O  0.676  1.376  1.230
O  2.709  0.723  1.898
O  -2.882  -3.190  0.390
N  -0.164  -1.102  1.077
C  1.084  0.251  -2.320
C  -0.748  -2.287  0.941
C  -2.148  1.755  -1.057
C  1.901  -2.061  1.679
C  1.484  0.484  1.502
C  0.561  2.511  -1.574
C  -2.220  -2.200  0.502
C  1.114  -0.960  1.432
C  -1.214  0.747  -1.527
C  -1.649  2.988  -0.716
C  -0.018  -3.443  1.173
C  -0.285  3.383  -0.998
C  0.183  1.127  -1.861
C  1.316  -3.327  1.540
H  1.911  -4.212  1.717
H  -1.603  -0.111  -2.067
H  -3.216  1.578  -1.052
H  0.810  -0.771  -2.556
H  1.573  2.818  -1.812
H  0.007  4.396  -0.763
H  2.853  1.683  1.945
H  2.112  0.544  -2.488
H  -0.515  -4.397  1.054
H  2.934  -1.939  1.972

Computed properties:
Charge: +1
Relative energy (zero: lowest compared OMol25 entry of this formula, charge and spin), kcal per mole: 0.0
E_LUMO, Eh: -0.188
Total energy, Ha: -1459.483500
Orbital gap, eV: 7.03

=====

Entry 6:
DFT (the ωB97M-V functional and the def2-TZVPD basis) results for a structure of composition C4H12N3 in a non-equilibrium geometry.

Geometry (Å):
N  0.354  -0.694  -0.020
N  -1.664  -2.117  0.411
N  0.619  2.769  -1.210
C  0.542  0.664  0.171
C  0.568  -1.046  -1.450
C  0.650  1.160  1.646
C  0.773  1.454  -0.912
H  0.051  2.129  1.855
H  0.854  -1.249  0.674
H  -2.328  -2.318  -0.342
H  -1.929  -1.911  1.408
H  -0.853  -1.277  0.019
H  1.170  -1.856  -1.697
H  -1.024  -2.870  0.372
H  -0.280  -0.821  -2.022
H  -0.348  3.187  -1.074
H  1.652  1.381  2.024
H  0.965  2.982  -2.142
H  0.226  0.433  2.291

Computed properties:
Charge: +1
Relative energy (zero: lowest compared OMol25 entry of this formula, charge and spin), kcal per mole: 143.4
E_LUMO (spin up / spin down), Eh: -0.142 / -0.131
Total energy, Ha: -323.449754
Orbital gap (spin up / spin down), eV: 7.28 / 8.73

=====

Entry 7:
DFT (the ωB97M-V functional and the def2-TZVPD basis) results for a cluster of 3 separate species, C22H45IN3O10P2 in total in a non-equilibrium geometry.

Geometry (Å):
I  -3.208  -0.591  -7.999
P  2.331  -3.850  -0.964
P  0.343  2.386  5.421
O  -1.957  0.265  -1.205
O  1.324  -2.678  -1.495
O  -1.050  2.684  5.045
O  -0.134  1.555  -0.885
O  3.652  -3.016  -1.258
O  1.599  -5.078  -1.317
O  2.217  -3.645  0.633
O  1.254  1.782  6.569
O  0.783  1.281  4.307
O  1.251  3.650  4.971
N  -5.145  -2.433  -3.268
N  -2.260  0.274  -6.364
N  -0.946  0.256  -6.471
C  2.868  -4.582  1.506
C  -0.288  0.792  -5.485
C  -2.981  0.780  -5.364
C  -4.980  -0.705  -4.954
C  0.147  -2.967  -2.238
C  -4.664  -1.069  -3.498
C  -2.115  2.502  -1.994
C  4.380  -4.460  1.470
C  -0.893  1.395  -4.378
C  -1.423  1.332  -1.324
C  1.067  4.908  5.636
C  1.570  4.892  7.068
C  -0.144  0.725  3.381
C  3.523  1.533  5.597
C  3.732  -1.593  -1.416
C  -2.992  2.040  -3.150
C  2.388  0.917  6.380
C  -1.052  -3.078  -1.320
C  3.321  -0.799  -0.197
C  -2.263  1.401  -4.305
C  -4.469  0.706  -5.329
C  -0.148  1.505  2.083
H  -5.198  -2.633  -2.278
H  0.011  5.187  5.602
H  -5.188  -0.427  -2.791
H  -3.808  1.408  -2.810
H  -0.296  2.571  2.261
H  3.833  2.481  6.037
H  0.809  1.399  1.572
H  -0.871  -3.781  -0.507
H  3.178  -1.285  -2.303
H  -3.573  -1.041  -3.353
H  0.002  -2.129  -2.931
H  -4.907  1.011  -6.282
H  2.068  -0.029  5.948
H  -1.142  0.667  3.813
H  -1.937  -3.404  -1.871
H  3.516  0.261  -0.374
H  4.829  -5.106  2.225
H  2.262  -0.911  0.029
H  -6.063  -0.754  -5.053
H  0.444  1.175  -1.559
H  3.879  -1.117  0.683
H  2.502  -4.370  2.509
H  4.783  -1.394  -1.629
H  3.249  1.726  4.562
H  -2.790  2.925  -1.244
H  2.557  -5.597  1.247
H  4.779  -4.750  0.496
H  0.974  4.222  7.691
H  4.689  -3.431  1.656
H  2.737  0.690  7.388
H  -1.258  -2.109  -0.865
H  0.791  0.757  -5.551
H  1.516  5.891  7.499
H  4.372  0.848  5.598
H  -1.443  3.320  -2.250
H  -4.873  1.386  -4.585
H  0.181  -0.301  3.192
H  -3.478  2.932  -3.564
H  -0.284  1.827  -3.599
H  0.272  -3.861  -2.847
H  -4.536  -1.490  -5.566
H  1.622  5.643  5.057
H  -0.936  1.146  1.424
H  -4.514  -3.112  -3.673
H  2.602  4.543  7.110

Computed properties:
Charge: +1
Relative energy (zero: lowest compared OMol25 entry of this formula, charge and spin), kcal per mole: 0.0
E_LUMO, Eh: -0.177
Total energy, Ha: -2762.196944
Orbital gap, eV: 6.91

=====

Entry 8:
DFT (the ωB97M-V functional and the def2-TZVPD basis) results for a structure of composition C31H32MgN2Si in a non-equilibrium geometry.

Geometry (Å):
Si  0.441  -0.135  1.043
Mg  0.563  0.207  -2.226
N  -0.814  -1.391  -2.647
N  -1.398  1.133  -1.653
C  1.891  -1.175  1.541
C  -2.786  2.574  -0.321
C  2.128  -1.217  -1.736
C  3.139  -0.609  1.856
C  -0.616  -0.248  3.629
C  4.245  -1.439  2.077
C  -2.413  0.225  -1.744
C  1.287  4.461  1.083
C  -3.843  1.671  -0.422
C  0.823  1.681  1.101
C  -3.667  0.517  -1.176
C  -1.361  -3.733  -2.836
C  2.153  3.602  0.399
C  -0.450  -2.670  -2.889
C  -3.138  -1.187  2.868
C  -0.016  2.555  1.820
C  1.937  2.221  0.418
C  -0.895  -0.487  2.269
C  -2.151  -0.997  1.896
C  -1.603  2.299  -1.007
C  1.265  2.150  -2.980
C  2.849  -3.399  1.783
C  1.739  -2.579  1.557
C  -2.704  -3.449  -2.572
C  4.105  -2.830  2.025
C  -2.864  -0.927  4.216
C  -2.108  -1.117  -2.289
C  1.728  0.965  -3.868
C  0.206  3.934  1.796
C  -3.080  -2.133  -2.316
C  -1.600  -0.467  4.598
H  3.240  0.475  1.914
H  0.610  -2.842  -3.099
H  0.927  0.512  -4.481
H  1.454  5.540  1.066
H  -4.117  -1.866  -2.116
H  -1.000  -4.745  -3.005
H  -4.479  -0.189  -1.309
H  3.010  4.005  -0.148
H  -4.794  1.863  0.077
H  -2.341  -1.234  0.849
H  1.675  -1.868  -0.980
H  1.079  2.988  -3.662
H  -3.455  -4.232  -2.561
H  4.976  -3.470  2.177
H  2.454  -1.845  -2.576
H  3.021  -0.764  -1.288
H  -0.853  2.145  2.392
H  2.055  2.492  -2.296
H  2.434  1.410  -4.571
H  2.313  0.187  -3.341
H  -4.123  -1.547  2.566
H  5.214  -0.985  2.288
H  0.371  0.110  3.934
H  -2.838  3.484  0.274
H  -0.476  4.593  2.342
H  2.639  1.553  -0.096
H  -3.638  -1.087  4.971
H  -0.784  3.024  -0.991
H  0.322  2.067  -2.412
H  -1.373  -0.276  5.648
H  2.730  -4.483  1.766
H  0.754  -3.023  1.379

Computed properties:
Charge: 0
Relative energy (zero: lowest compared OMol25 entry of this formula, charge and spin), kcal per mole: 8.9
E_LUMO (spin up / spin down), Eh: -0.017 / -0.029
Total energy, Ha: -1799.508171
Orbital gap (spin up / spin down), eV: 4.82 / 3.92